Record 1
Here is 3 unconnected molecules or ions with the total composition C2H11NO2S2 at a distorted geometry from OMol25. Energies are from ωB97M-V with the def2-TZVPD basis set.

Geometry as XYZ:
```
18
Properties=species:S:1:pos:R:3:forces:R:3:mulliken_spin:R:1
N -1.1862 0.8909 -3.5671 0.914 2.370 0.566 0.12
C -0.8813 1.3283 -2.2091 0.058 -0.495 0.652 0.03
C -0.0820 2.6788 -2.0220 0.720 0.965 0.350 0.02
S 0.0954 2.9899 -0.1238 -0.396 -1.391 -1.378 0.54
S 1.1116 1.3148 0.4515 0.119 1.319 0.210 0.27
H -1.8512 1.5879 -3.9240 0.015 -0.652 -0.348 0.00
H -0.3171 1.0615 -4.0820 -0.365 -0.622 -0.463 0.00
H -0.3810 0.4726 -1.6871 -0.318 0.951 -0.146 0.01
H -1.7980 1.6349 -1.7321 -0.617 -0.867 0.394 -0.01
H -0.6790 3.5698 -2.3430 0.430 -0.715 0.228 0.00
H 0.9224 2.7560 -2.4791 -0.431 -0.306 0.225 0.01
H 2.2738 1.7966 -0.0632 -0.138 -0.575 -0.290 0.02
H -1.0474 -4.1155 3.7678 -0.395 -0.039 0.155 0.00
H -2.6092 -4.0779 3.5448 0.255 0.042 0.315 0.00
O -1.7617 -4.2962 3.1478 0.126 0.000 -0.486 0.00
H 1.3164 -7.6392 2.0569 0.347 -0.264 -0.294 0.00
H 2.1740 -6.7808 3.0426 0.271 -0.235 -0.212 0.00
O 1.2863 -7.0261 2.7843 -0.595 0.512 0.522 0.00
```
Positions in Å, forces in eV/Å.

Summary:
**2S+1**: 2
**Net charge**: +1
**Frontier orbital gap (alpha / beta)**: 8.3590 / 4.1166 eV
**⟨S²⟩**: 0.76
**E**: -29498.51637 eV
**Max |F|**: 0.051 hartree/bohr
**LUMO level (alpha / beta)**: -0.16868 / -0.32458 Ha
**Molecular weight**: 145.25 g/mol



Record 2
Here is 4 unconnected molecules or ions with the total composition C2H11NO3 at a distorted geometry from OMol25. Energies are from ωB97M-V with the def2-TZVPD basis set.

Geometry as XYZ:
```
17
Properties=species:S:1:pos:R:3:forces:R:3:mulliken_charge:R:1
C 0.0644 1.1311 0.2671 1.158 1.689 -1.922 -0.82
N 1.3227 0.8244 -0.3687 -2.380 -3.285 2.238 -0.18
C 1.1974 -0.4278 -1.1215 2.324 2.288 -2.739 -0.63
O 2.0615 -0.7597 1.3882 -1.418 0.340 -1.485 -0.62
H -0.2168 0.3696 0.9971 -0.251 -0.858 0.234 0.39
H -0.7173 1.1983 -0.4662 -0.745 -0.418 -0.332 0.36
H 0.0942 2.0807 0.7590 0.321 0.501 0.708 0.39
H 1.9426 0.5560 0.4784 1.546 0.194 0.306 0.41
H 0.5213 -0.2810 -1.9990 0.347 -0.281 0.913 0.35
H 2.2396 -0.7199 -1.4534 -1.183 0.280 0.243 0.29
H 0.8535 -1.2291 -0.5001 -0.833 -0.697 1.104 0.34
H -2.0805 -0.3187 -0.1203 -0.189 -0.427 -0.307 0.38
H -2.2519 -1.7871 -0.7703 -0.876 -1.027 -0.035 0.25
O -1.6475 -1.0727 -0.7254 1.215 0.792 0.103 -0.62
H 2.5739 -1.0545 2.1336 0.787 0.315 0.654 0.24
H -3.4112 0.7483 0.9076 -2.408 -0.192 0.861 0.20
O -2.5460 0.7423 0.5940 2.585 0.786 -0.542 -0.72
```
Positions in Å, forces in eV/Å.

Summary:
**2S+1**: 1
**Net charge**: 0
**Frontier orbital gap**: 3.8665 eV
**E**: -9876.37290 eV
**Max |F|**: 0.090 hartree/bohr
**LUMO level**: -0.19006 Ha
**Molecular weight**: 97.11 g/mol